No. 1
Molecular formula: C26H39O20Pt
Method: DFT, the ωB97M-V functional and the def2-TZVPD basis

```
! wB97M-V def2-TZVPD RIJCOSX def2/J DEFGRID3
* xyz 1 3
Pt 4.542 1.223 0.511
C 0.505 -0.051 0.505
C 1.990 0.365 0.541
O 2.857 -0.193 -0.122
O 2.394 1.291 1.346
H 0.316 -1.048 0.106
H -0.105 0.566 -0.154
H -0.053 -0.034 1.441
C 1.641 4.862 -4.467
C 1.557 3.388 -4.004
C 2.498 2.451 -4.805
O 3.372 1.978 -3.750
C 2.968 2.443 -2.576
O 3.428 2.091 -1.538
O 2.066 3.362 -2.719
H 2.638 5.295 -4.388
H 1.091 5.381 -3.682
H 1.278 5.178 -5.445
H 0.528 3.051 -4.129
H 2.953 2.934 -5.670
H 1.735 1.757 -5.158
C 0.718 -0.793 -3.382
C 2.042 -1.394 -2.869
C 1.817 -2.710 -2.033
O 2.196 -3.718 -2.958
C 2.754 -3.213 -4.072
O 3.031 -3.879 -5.074
O 2.939 -1.863 -3.872
H 0.049 -1.542 -3.804
H 0.772 -0.052 -4.180
H 0.219 -0.241 -2.586
H 2.651 -0.696 -2.294
H 0.781 -2.866 -1.733
H 2.468 -2.781 -1.161
C 1.155 2.638 4.213
C 1.997 3.514 5.122
C 3.562 3.205 5.083
O 4.099 4.188 4.189
C 3.195 5.148 3.898
O 3.430 6.168 3.219
O 2.032 4.850 4.606
H 0.129 2.963 4.382
H 1.222 1.550 4.223
H 1.303 2.966 3.184
H 1.523 3.356 6.091
H 3.885 2.243 4.686
H 4.012 3.328 6.069
C -4.172 -1.335 -1.429
C -3.728 0.022 -1.132
C -2.486 0.801 -1.755
O -3.147 1.966 -2.258
C -4.562 1.961 -2.017
O -5.256 2.849 -2.278
O -4.888 0.765 -1.613
H -4.345 -1.657 -2.456
H -5.169 -1.467 -1.009
H -3.606 -2.122 -0.930
H -3.788 0.202 -0.058
H -1.922 0.274 -2.524
H -1.959 1.211 -0.893
C -2.674 1.981 1.925
C -2.957 0.932 2.984
C -2.782 -0.511 2.512
O -1.859 -1.075 3.418
C -1.391 -0.137 4.332
O -0.432 -0.324 5.096
O -2.040 1.024 4.082
H -2.728 3.006 2.293
H -3.243 1.775 1.018
H -1.675 1.742 1.562
H -3.980 0.985 3.357
H -2.493 -0.669 1.473
H -3.714 -1.052 2.671
C 0.301 -7.057 1.416
C -0.820 -6.186 0.653
C -2.224 -6.244 1.162
O -2.536 -4.875 1.057
C -1.509 -4.075 0.594
O -1.649 -2.845 0.433
O -0.426 -4.832 0.592
H 0.953 -6.449 2.044
H 0.944 -7.377 0.596
H -0.027 -7.994 1.867
H -0.751 -6.614 -0.347
H -2.483 -6.462 2.198
H -2.952 -6.795 0.568
*
```

Results
Relative energy (zero: lowest compared OMol25 entry of this formula, charge and spin) in kJ/mol: 617.95
HOMO level (spin up / spin down) in Ha: -0.475 / -0.475
Expectation value of S²: 2.012
Kohn-Sham gap (spin up / spin down) in eV: 6.54 / 5.76
E_tot in a.u.: -2637.8172

Atomic partial charges in e from the Mulliken method, atoms 1 to 5: 2.01, 0.27, 0.83, -0.84, -0.77


No. 2
Molecular formula: C6H4O
Method: DFT, the ωB97M-V functional and the def2-TZVPD basis

```
! wB97M-V def2-TZVPD RIJCOSX def2/J DEFGRID3
* xyz 0 1
C -2.974 -0.078 -0.077
C -1.950 -0.709 -0.106
C -0.671 -1.401 -0.109
O -0.402 -2.299 0.655
C 0.324 -0.755 -0.964
C 1.114 0.086 -0.582
C 1.962 1.000 0.152
H -3.888 0.470 -0.050
H 2.591 1.606 -0.497
H 2.585 0.420 0.840
H 1.309 1.660 0.737
*
```

Results
Relative energy (zero: lowest compared OMol25 entry of this formula, charge and spin) in kJ/mol: 292.94
HOMO level in Ha: -0.373
Kohn-Sham gap in eV: 10.34
E_tot in a.u.: -306.1000

Atomic partial charges in e from the Mulliken method, atoms 1 to 5: 0.31, -0.22, 0.16, -0.49, -0.22


No. 3
Molecular formula: C35H56BN4OP2Pt
Method: DFT, the ωB97M-V functional and the def2-TZVPD basis

```
! wB97M-V def2-TZVPD RIJCOSX def2/J DEFGRID3
* xyz 3 1
Pt 0.136 -0.948 -0.721
C -3.641 -3.814 -0.907
C -3.196 -3.048 0.345
C -4.376 -2.866 1.309
C -2.050 -3.798 1.033
P -2.455 -1.411 -0.170
C -2.486 -0.438 1.422
N -1.151 -0.434 1.963
B 0.000 -0.841 1.234
N 1.134 -0.655 2.076
C 2.492 -0.792 1.624
P 2.502 -1.320 -0.156
C 3.993 -0.451 -0.866
C 5.210 -0.692 0.035
C 4.214 -0.975 -2.293
C 3.687 1.048 -0.945
C 2.543 -3.198 -0.173
C 1.700 -3.727 0.993
C 1.910 -3.629 -1.506
C 3.961 -3.763 -0.059
C 0.698 -0.144 3.261
C 1.399 0.238 4.405
C 0.668 0.767 5.439
C -0.750 0.931 5.358
C -1.463 0.546 4.249
C -0.741 -0.005 3.191
C -3.403 -0.368 -1.401
C -4.851 -0.157 -0.950
C -2.680 0.974 -1.517
C -3.345 -1.080 -2.760
H -3.800 -4.858 -0.635
H -2.890 -3.793 -1.698
H -4.583 -3.434 -1.298
H -4.945 -3.798 1.309
H -5.062 -2.075 1.012
H -4.054 -2.696 2.335
H -2.430 -4.740 1.432
H -1.630 -3.232 1.869
H -1.249 -4.028 0.328
H -3.173 -0.901 2.129
H -2.861 0.570 1.224
H 3.066 -1.516 2.211
H 2.998 0.174 1.700
H 5.517 -1.732 0.064
H 5.060 -0.338 1.054
H 6.038 -0.120 -0.388
H 4.613 -1.986 -2.312
H 4.940 -0.332 -2.792
H 3.295 -0.948 -2.883
H 3.416 1.485 0.016
H 2.889 1.249 -1.650
H 4.586 1.552 -1.301
H 0.735 -3.226 1.082
H 2.224 -3.648 1.945
H 1.501 -4.785 0.818
H 0.893 -3.226 -1.628
H 1.834 -4.716 -1.537
H 2.506 -3.317 -2.363
H 4.452 -3.463 0.866
H 4.591 -3.496 -0.903
H 3.887 -4.852 -0.048
H 2.469 0.114 4.479
H 1.173 1.070 6.346
H -1.267 1.376 6.197
H -2.535 0.665 4.199
H -4.920 0.330 0.024
H -5.405 -1.094 -0.919
H -5.353 0.485 -1.675
H -2.879 1.630 -0.670
H -3.031 1.482 -2.416
H -1.601 0.851 -1.612
H -3.958 -1.975 -2.783
H -2.322 -1.358 -3.031
H -3.724 -0.407 -3.530
C -0.509 5.232 -2.413
N -0.002 3.865 -2.351
N 0.116 3.158 -1.185
C 0.520 1.898 -1.494
O 0.743 1.027 -0.555
C 0.657 1.823 -2.879
C 0.316 3.071 -3.382
C 0.302 3.559 -4.785
C 0.036 3.760 0.114
C -0.721 3.141 1.098
C -0.820 3.736 2.345
C -0.166 4.933 2.605
C 0.615 5.524 1.623
C 0.727 4.933 0.374
H -1.076 5.453 -1.514
H -1.163 5.314 -3.278
H 0.305 5.947 -2.513
H 0.953 0.960 -3.449
H 0.618 2.765 -5.457
H 0.979 4.405 -4.904
H -0.694 3.886 -5.085
H -1.229 2.214 0.873
H -1.422 3.274 3.114
H -0.261 5.404 3.573
H 1.140 6.446 1.826
H 1.365 5.377 -0.378
*
```

Results
Relative energy (zero: lowest compared OMol25 entry of this formula, charge and spin) in kJ/mol: 90.34
HOMO level (spin up / spin down) in Ha: -0.569 / -0.569
Kohn-Sham gap (spin up / spin down) in eV: 3.93 / 3.92
E_tot in a.u.: -2487.5294

Atomic partial charges in e from the Mulliken method, atoms 1 to 5: 4.29, -1.90, 1.91, -1.83, -1.43


No. 4
Molecular formula: C5H14S
Method: DFT, the ωB97M-V functional and the def2-TZVPD basis

```
! wB97M-V def2-TZVPD RIJCOSX def2/J DEFGRID3
* xyz 0 1
C -0.367 1.323 -2.887
C 0.053 -0.094 -2.531
C 1.548 -0.174 -2.015
H 0.356 1.947 -3.350
H -1.117 1.295 -3.687
H -0.835 1.820 -2.012
H 0.071 -0.638 -3.522
H -0.607 -0.494 -1.800
H 2.220 -1.143 -2.052
H 1.467 -0.014 -0.952
H 2.116 0.673 -2.478
C 0.764 0.070 2.896
S -0.492 0.233 1.659
C -1.176 -1.424 1.272
H 1.311 -0.947 2.764
H 1.649 0.673 2.744
H 0.372 0.135 3.857
H -2.161 -1.135 0.810
H -1.336 -2.040 2.192
H -0.560 -2.064 0.542
*
```

Results
Relative energy (zero: lowest compared OMol25 entry of this formula, charge and spin) in kJ/mol: 119.86
HOMO level in Ha: -0.315
Kohn-Sham gap in eV: 9.55
E_tot in a.u.: -597.0317

Atomic partial charges in e from the Mulliken method, atoms 1 to 5: -1.13, 0.01, -0.79, 0.37, 0.31